{
  "formula": "C23H20N2O4",
  "method": "wB97M-V/def2-TZVPD",
  "symbols": ["C", "H", "H", "H", "C", "C", "N", "C", "C", "C", "C", "C", "C", "C", "C", "C", "H", "H", "H", "C", "O", "O", "C", "H", "C", "N", "C", "O", "C", "C", "C", "C", "C", "C", "C", "O", "H", "H", "H", "H", "H", "H", "H", "H", "H", "H", "H", "H", "H"],
  "xyz": [[-0.6052, -4.4379, -2.6900], [-0.2153, -5.4087, -2.3929], [-1.6763, -4.4161, -2.5116], [-0.4393, -4.2979, -3.7537], [0.0822, -3.3312, -1.9022], [-0.4157, -1.9623, -2.2733], [-1.2647, -1.8883, -3.2587], [-1.7538, -0.6953, -3.6425], [-2.6575, -0.6564, -4.7232], [-3.1838, 0.5351, -5.1377], [-2.8312, 1.7295, -4.4915], [-1.9584, 1.7230, -3.4379], [-1.3932, 0.5133, -2.9897], [-0.4769, 0.4079, -1.9084], [0.0356, -0.8176, -1.5513], [1.0367, -0.9637, -0.4504], [1.4952, -0.0103, -0.2066], [0.5574, -1.3573, 0.4473], [1.8272, -1.6541, -0.7368], [-0.1154, 1.6642, -1.1846], [0.4777, 2.5977, -1.6573], [-0.6139, 1.6587, 0.0643], [-0.5002, 2.8728, 0.7973], [-1.2763, 2.8289, 1.5633], [0.8747, 3.0580, 1.4423], [1.1230, 2.0822, 2.4776], [2.0930, 1.0937, 2.3794], [2.8339, 0.9482, 1.4410], [1.9982, 0.3219, 3.6403], [2.7157, -0.7698, 4.0819], [2.4019, -1.2831, 5.3370], [1.4041, -0.7164, 6.1147], [0.6801, 0.3852, 5.6676], [0.9909, 0.8929, 4.4237], [0.4196, 2.0383, 3.6749], [-0.4565, 2.8034, 3.9879], [-0.0971, 0.8315, 6.2680], [1.1848, -1.1362, 7.0849], [2.9463, -2.1369, 5.7117], [3.4921, -1.2039, 3.4715], [0.9162, 4.0600, 1.8786], [1.6626, 2.9473, 0.6926], [-0.6802, 3.7167, 0.1227], [-1.6837, 2.6481, -2.9542], [-3.2556, 2.6617, -4.8341], [-3.8751, 0.5666, -5.9670], [-2.9115, -1.5893, -5.2014], [1.1608, -3.3706, -2.0825], [-0.0734, -3.4837, -0.8306]],
  "max_force_ev_per_a": 0.78,
  "homo_ev": -8.63,
  "smiles": "CCc1nc2ccccc2c(C(=O)OCCN2C(=O)c3ccccc3C2=O)c1C"
}

{
  "formula": "C23H20O3",
  "method": "wB97M-V/def2-TZVPD",
  "symbols": ["C", "C", "C", "C", "C", "C", "O", "C", "H", "H", "H", "H", "H", "H", "H", "C", "O", "C", "C", "C", "C", "C", "O", "C", "C", "C", "C", "C", "C", "C", "C", "C", "C", "H", "H", "H", "H", "H", "H", "H", "H", "H", "H", "H", "H", "H"],
  "xyz": [[-5.3282, 0.2965, 3.2898], [-3.9696, -0.3099, 3.0465], [-3.7452, -1.6615, 3.3321], [-2.4925, -2.2416, 3.1303], [-1.4248, -1.4624, 2.6963], [-1.6149, -0.0878, 2.5125], [-0.4702, 0.7029, 2.3648], [-2.9104, 0.4641, 2.5456], [-5.2697, 1.3880, 3.3311], [-6.0608, 0.0333, 2.5133], [-5.7365, -0.0620, 4.2432], [-4.5770, -2.2611, 3.7264], [-2.3262, -3.3032, 3.3234], [-0.4393, -1.8810, 2.5124], [-3.0880, 1.4950, 2.2223], [2.8827, -3.3049, -5.8272], [1.6224, -3.2244, -5.1257], [1.4991, -2.3005, -4.1348], [0.2785, -2.3031, -3.4222], [0.1088, -1.4555, -2.3463], [1.1278, -0.5596, -1.9361], [0.9749, 0.3215, -0.7925], [2.0836, 1.1017, -0.5832], [2.0154, 2.0854, 0.3900], [0.8988, 2.2543, 1.2099], [0.9448, 3.2665, 2.1716], [1.9868, 4.1815, 2.1754], [3.0482, 4.0552, 1.2727], [3.1073, 2.9586, 0.4286], [-0.2961, 1.3411, 1.1117], [-0.1535, 0.4211, -0.0321], [2.3191, -0.5295, -2.6957], [2.5122, -1.3653, -3.7870], [2.7401, -4.1321, -6.5202], [3.0879, -2.3762, -6.3780], [3.7076, -3.5239, -5.1341], [-0.5021, -2.9925, -3.7331], [-0.8172, -1.4847, -1.7821], [0.1207, 3.3214, 2.8882], [1.9613, 5.0123, 2.8866], [3.8418, 4.8025, 1.2505], [3.9523, 2.7812, -0.2307], [-1.1984, 1.9491, 0.9458], [-0.9825, -0.2414, -0.2596], [3.1377, 0.1434, -2.4366], [3.4433, -1.3126, -4.3639]],
  "max_force_ev_per_a": 2.04,
  "homo_ev": -7.90,
  "smiles": "COc1ccc(C2=C[C@@H](Oc3cccc(C)c3)c3ccccc3O2)cc1"
}

{
  "formula": "C23H21BCl2F7NO2S",
  "method": "wB97M-V/def2-TZVPD",
  "symbols": ["C", "C", "C", "C", "C", "B", "C", "C", "C", "C", "F", "F", "F", "C", "C", "C", "F", "F", "F", "C", "O", "C", "C", "C", "C", "C", "O", "S", "H", "H", "H", "H", "H", "H", "H", "H", "H", "H", "H", "H", "H", "H", "H", "H", "H", "H", "Cl", "C", "N", "F", "C", "Cl", "C", "C", "C", "H", "H", "H"],
  "xyz": [[7.3963, 0.1064, 0.7323], [6.0476, -0.1583, 0.2175], [5.5423, 0.3108, -0.9886], [4.1880, -0.1277, -1.2278], [3.6101, -0.5630, -0.0400], [-0.3482, 2.3271, 0.9905], [1.0391, -1.9027, -0.9166], [0.7960, -2.5431, 0.2369], [-0.1168, -3.6133, 0.1425], [-0.3627, -4.3856, 1.4224], [0.4403, -5.4823, 1.5438], [-0.1152, -3.6133, 2.5313], [-1.6464, -4.8407, 1.5709], [-0.6738, -3.9284, -1.0904], [-0.3337, -3.1918, -2.2170], [-0.9582, -3.4675, -3.5592], [-2.2154, -4.0029, -3.4730], [-1.0928, -2.3242, -4.3024], [-0.2183, -4.3308, -4.3147], [0.6303, -2.1582, -2.1624], [-0.6545, 2.2887, 2.2312], [-1.7416, 3.4750, 2.4231], [-1.6918, 4.3878, 1.1631], [-2.9844, 5.1626, 1.1684], [-0.4820, 5.3184, 1.2873], [-1.6033, 3.6899, -0.2221], [-0.3793, 2.5835, -0.2567], [4.9258, -1.1847, 1.0509], [7.9951, 0.6219, -0.0178], [7.3837, 0.6885, 1.6568], [7.7964, -0.8737, 0.9698], [6.0655, 1.0367, -1.6136], [3.6342, -0.1100, -2.1456], [1.2775, -2.2859, 1.1536], [-1.4078, -4.7128, -1.1640], [0.9828, -1.6322, -3.0350], [-2.6719, 2.9269, 2.5871], [-1.3693, 3.9379, 3.3435], [-2.9967, 5.8432, 0.3080], [-3.8202, 4.4490, 1.0832], [-3.0684, 5.7093, 2.1163], [-0.5596, 6.1203, 0.5471], [-0.4754, 5.8037, 2.2686], [0.5141, 4.8717, 1.1473], [-2.4816, 3.1015, -0.5254], [-1.2460, 4.3502, -1.0274], [-3.4027, 0.7301, -2.2612], [-3.2895, -0.5168, -1.0889], [-3.1155, -0.1000, 0.1684], [2.5863, -0.0247, 0.5017], [-3.0590, -1.0499, 1.1068], [-2.8506, -0.4863, 2.7130], [-3.1212, -2.4232, 0.8350], [-3.2491, -2.8454, -0.4874], [-3.3400, -1.8650, -1.4761], [-3.0110, -3.1042, 1.6630], [-3.2954, -3.9019, -0.7375], [-3.4025, -2.0907, -2.5305]],
  "max_force_ev_per_a": 5.44,
  "homo_ev": -4.97
}

{
  "formula": "C23H21BCl2NO5",
  "method": "wB97M-V/def2-TZVPD",
  "symbols": ["C", "C", "C", "C", "C", "B", "N", "C", "C", "C", "O", "O", "C", "C", "O", "O", "O", "H", "H", "H", "H", "H", "H", "H", "H", "H", "H", "H", "H", "Cl", "C", "C", "C", "C", "C", "C", "C", "C", "C", "Cl", "C", "C", "C", "C", "H", "H", "H", "H", "H", "H", "H", "H", "H"],
  "xyz": [[-5.9540, 0.3945, 0.0406], [-4.8495, -0.3760, 0.5855], [-4.8172, -1.6120, 1.1686], [-3.4374, -1.9122, 1.3704], [-2.6962, -0.8605, 0.8904], [-1.1438, -0.6126, 0.5213], [-1.0357, -0.4240, -1.0869], [-2.0295, -1.1413, -1.9213], [-1.0650, 1.0726, -1.2565], [-1.0296, 1.6768, 0.1306], [-1.0462, 2.8576, 0.4006], [-0.8962, 0.7055, 1.0926], [0.2676, -1.1075, -1.3823], [0.3956, -2.1529, -0.3042], [0.9780, -3.2112, -0.3711], [-0.2443, -1.7079, 0.8417], [-3.5799, 0.1010, 0.4541], [-6.8649, -0.1976, 0.1435], [-6.1118, 1.3338, 0.5792], [-5.8244, 0.6095, -1.0258], [-5.6701, -2.2426, 1.3871], [-3.0472, -2.8187, 1.8198], [-1.6015, -1.2926, -2.9203], [-2.2483, -2.1193, -1.4793], [-2.9400, -0.5487, -2.0211], [-0.2006, 1.4513, -1.8259], [-1.9907, 1.3704, -1.7625], [0.2746, -1.5798, -2.3689], [1.1022, -0.4099, -1.3252], [4.8866, -4.1690, 2.0902], [4.0125, -2.7200, 1.8248], [2.9398, -2.3853, 2.6757], [2.1918, -1.2513, 2.4033], [2.4664, -0.4446, 1.2626], [1.6088, 0.6737, 0.9664], [2.0341, 1.7020, 0.0317], [1.9923, 3.0435, 0.4960], [2.3395, 4.1080, -0.3236], [2.7352, 3.8525, -1.6525], [2.9991, 5.1600, -2.7187], [2.7866, 2.5399, -2.1428], [2.5080, 1.4783, -1.2855], [3.6192, -0.7584, 0.4898], [4.3051, -1.9476, 0.6952], [2.6834, -3.0393, 3.5014], [1.3646, -0.9783, 3.0545], [1.0952, 1.0597, 1.8346], [1.6990, 3.2287, 1.5340], [2.2763, 5.1320, 0.0428], [3.0456, 2.3506, -3.1804], [2.6699, 0.4720, -1.6726], [3.9894, -0.0824, -0.2824], [5.0576, -2.2705, -0.0189]],
  "max_force_ev_per_a": 4.84,
  "homo_ev": -10.44,
  "charge": 1
}

{
  "formula": "C23H21BrIrN3O4SbSe4",
  "method": "wB97M-V/def2-TZVPD",
  "symbols": ["Ir", "O", "C", "C", "C", "C", "C", "C", "C", "O", "N", "N", "C", "C", "C", "C", "C", "C", "N", "H", "H", "H", "H", "H", "H", "H", "H", "H", "H", "Se", "Sb", "Se", "Se", "Se", "C", "C", "C", "C", "C", "C", "C", "C", "C", "C", "O", "O", "H", "H", "H", "H", "H", "H", "H", "H", "H", "H", "H", "Br"],
  "xyz": [[-0.5520, 0.3515, -1.9128], [1.6425, 4.5490, -1.4342], [1.2948, 4.7644, -0.1537], [1.8502, 5.8669, 0.5001], [1.5398, 6.1316, 1.8199], [0.6687, 5.2979, 2.5155], [0.1144, 4.2078, 1.8687], [0.4053, 3.9223, 0.5351], [-0.1996, 2.7510, -0.1486], [0.1536, 2.5221, -1.3783], [-1.0549, 2.0323, 0.5217], [-1.5420, 0.9857, -0.2008], [-2.4857, 0.2295, 0.3601], [-3.0112, -0.8194, -0.3941], [-4.0091, -1.7347, 0.0373], [-4.4392, -2.7115, -0.8127], [-3.8926, -2.8087, -2.1130], [-2.9259, -1.8941, -2.4708], [-2.4984, -0.9343, -1.6597], [1.1652, 3.7187, -1.7063], [2.5262, 6.5002, -0.0609], [1.9796, 6.9928, 2.3106], [0.4247, 5.4989, 3.5514], [-0.5688, 3.5429, 2.3794], [-2.8225, 0.4739, 1.3595], [-4.4134, -1.6391, 1.0379], [-5.2008, -3.4124, -0.4902], [-4.2141, -3.5675, -2.8118], [-2.4585, -1.9213, -3.4499], [-6.8204, 2.2910, -4.9615], [-4.8493, 3.5881, -4.4672], [-3.6466, 2.2531, -2.4935], [-1.8387, 1.4790, -3.5953], [-5.1380, 5.8225, -3.6195], [4.2088, -4.4393, 3.1675], [3.3477, -3.6664, 2.2018], [3.6543, -3.6218, 0.8490], [2.8543, -2.9280, -0.0548], [3.1807, -2.8870, -1.5229], [1.7314, -2.2612, 0.4243], [1.4017, -2.2790, 1.7807], [0.1834, -1.5448, 2.2713], [2.2175, -2.9910, 2.6512], [0.8474, -1.5113, -0.5311], [0.9421, -0.2366, -0.5158], [0.0675, -2.1105, -1.2797], [5.1535, -4.7288, 2.7055], [3.7077, -5.3518, 3.5008], [4.4345, -3.8477, 4.0569], [4.5385, -4.1365, 0.4843], [4.1253, -3.3919, -1.7291], [3.2450, -1.8577, -1.8820], [2.3880, -3.3604, -2.1039], [0.2011, -0.5016, 1.9507], [0.1165, -1.5809, 3.3592], [-0.7259, -1.9830, 1.8516], [1.9697, -3.0092, 3.7088], [1.0258, -0.1035, -3.8069]],
  "spin_multiplicity": 6,
  "max_force_ev_per_a": 0.52,
  "homo_ev": [-0.72, -2.72],
  "charge": -2,
  "s2": 8.81
}

{
  "formula": "C23H21Cl2LuN4S2",
  "method": "wB97M-V/def2-TZVPD",
  "symbols": ["Lu", "C", "N", "C", "C", "N", "C", "C", "C", "C", "C", "C", "C", "S", "C", "C", "C", "C", "C", "C", "S", "H", "H", "H", "H", "H", "H", "H", "H", "H", "H", "H", "H", "H", "H", "H", "H", "H", "H", "N", "C", "Cl", "C", "C", "C", "C", "C", "Cl", "C", "N", "H", "H", "H"],
  "xyz": [[0.2403, 1.5947, 0.7546], [2.6711, -0.7023, -0.1826], [1.4776, -0.8016, 0.6829], [0.5029, -1.7288, 0.0972], [-0.2849, -1.0960, -1.0292], [-1.3265, -0.1822, -0.5116], [-1.9335, 0.5626, -1.6277], [-2.3325, -0.9211, 0.2398], [-3.2168, -1.7470, -0.4536], [-4.1889, -2.4869, 0.1993], [-4.2656, -2.3938, 1.5864], [-3.3826, -1.5877, 2.2769], [-2.3806, -0.8311, 1.6377], [-1.2775, 0.1381, 2.5776], [1.9053, -1.1523, 2.0173], [1.8934, -2.4740, 2.4465], [2.3396, -2.8233, 3.7155], [2.8180, -1.8257, 4.5506], [2.8381, -0.5073, 4.1187], [2.3835, -0.1289, 2.8537], [2.4223, 1.5657, 2.3629], [3.1235, -1.7003, -0.2833], [3.3768, -0.0154, 0.2809], [2.3863, -0.2762, -1.1395], [-0.1774, -2.0466, 0.8882], [1.0106, -2.6297, -0.2818], [-0.7634, -1.8874, -1.6267], [0.3568, -0.4977, -1.6774], [-2.3694, -0.1058, -2.3812], [-1.1645, 1.1679, -2.0963], [-2.7189, 1.2101, -1.2382], [-3.1305, -1.8053, -1.5315], [-4.8657, -3.1175, -0.3648], [-5.0152, -2.9535, 2.1357], [-3.4437, -1.5257, 3.3570], [1.5185, -3.2383, 1.7787], [2.3059, -3.8566, 4.0405], [3.1641, -2.0622, 5.5509], [3.1897, 0.2691, 4.7878], [-1.0728, 4.3969, 2.5580], [-0.6504, 3.4893, 1.9723], [2.6234, 0.6640, -3.6165], [1.5212, 2.0419, -3.6042], [1.3468, 2.7238, -4.7885], [0.4820, 3.8134, -4.8778], [-0.2087, 4.1809, -3.7206], [-0.0189, 3.4880, -2.5479], [-0.9063, 3.9854, -1.1284], [0.8770, 2.3582, -2.3471], [0.9870, 1.7216, -1.2192], [1.8987, 2.3819, -5.6571], [0.3421, 4.3451, -5.8096], [-0.9073, 5.0098, -3.7254]],
  "max_force_ev_per_a": 0.82,
  "homo_ev": -0.97,
  "charge": -2
}

Copy entry 5 word for word.
{
  "formula": "C23H21BrIrN3O4SbSe4",
  "method": "wB97M-V/def2-TZVPD",
  "symbols": ["Ir", "O", "C", "C", "C", "C", "C", "C", "C", "O", "N", "N", "C", "C", "C", "C", "C", "C", "N", "H", "H", "H", "H", "H", "H", "H", "H", "H", "H", "Se", "Sb", "Se", "Se", "Se", "C", "C", "C", "C", "C", "C", "C", "C", "C", "C", "O", "O", "H", "H", "H", "H", "H", "H", "H", "H", "H", "H", "H", "Br"],
  "xyz": [[-0.5520, 0.3515, -1.9128], [1.6425, 4.5490, -1.4342], [1.2948, 4.7644, -0.1537], [1.8502, 5.8669, 0.5001], [1.5398, 6.1316, 1.8199], [0.6687, 5.2979, 2.5155], [0.1144, 4.2078, 1.8687], [0.4053, 3.9223, 0.5351], [-0.1996, 2.7510, -0.1486], [0.1536, 2.5221, -1.3783], [-1.0549, 2.0323, 0.5217], [-1.5420, 0.9857, -0.2008], [-2.4857, 0.2295, 0.3601], [-3.0112, -0.8194, -0.3941], [-4.0091, -1.7347, 0.0373], [-4.4392, -2.7115, -0.8127], [-3.8926, -2.8087, -2.1130], [-2.9259, -1.8941, -2.4708], [-2.4984, -0.9343, -1.6597], [1.1652, 3.7187, -1.7063], [2.5262, 6.5002, -0.0609], [1.9796, 6.9928, 2.3106], [0.4247, 5.4989, 3.5514], [-0.5688, 3.5429, 2.3794], [-2.8225, 0.4739, 1.3595], [-4.4134, -1.6391, 1.0379], [-5.2008, -3.4124, -0.4902], [-4.2141, -3.5675, -2.8118], [-2.4585, -1.9213, -3.4499], [-6.8204, 2.2910, -4.9615], [-4.8493, 3.5881, -4.4672], [-3.6466, 2.2531, -2.4935], [-1.8387, 1.4790, -3.5953], [-5.1380, 5.8225, -3.6195], [4.2088, -4.4393, 3.1675], [3.3477, -3.6664, 2.2018], [3.6543, -3.6218, 0.8490], [2.8543, -2.9280, -0.0548], [3.1807, -2.8870, -1.5229], [1.7314, -2.2612, 0.4243], [1.4017, -2.2790, 1.7807], [0.1834, -1.5448, 2.2713], [2.2175, -2.9910, 2.6512], [0.8474, -1.5113, -0.5311], [0.9421, -0.2366, -0.5158], [0.0675, -2.1105, -1.2797], [5.1535, -4.7288, 2.7055], [3.7077, -5.3518, 3.5008], [4.4345, -3.8477, 4.0569], [4.5385, -4.1365, 0.4843], [4.1253, -3.3919, -1.7291], [3.2450, -1.8577, -1.8820], [2.3880, -3.3604, -2.1039], [0.2011, -0.5016, 1.9507], [0.1165, -1.5809, 3.3592], [-0.7259, -1.9830, 1.8516], [1.9697, -3.0092, 3.7088], [1.0258, -0.1035, -3.8069]],
  "spin_multiplicity": 6,
  "max_force_ev_per_a": 0.52,
  "homo_ev": [-0.72, -2.72],
  "charge": -2,
  "s2": 8.81
}